Record 1
Computed, not measured: an isolated molecule of C20H31N5O4, with wB97M-V/def2-TZVPD.

Bonds (Å) are listed after each position.
Element x y z (Å)
1 O -5.243 0.588 -1.270  C16 1.218
2 O -0.366 -2.798 -0.106  C19 1.221
3 O 4.779 0.896 -0.987  C18 1.220
4 O 0.690 0.446 -1.718  C26 1.227
5 N -3.307 1.734 -1.224  C16 1.346, C25 1.464, C27 1.457
6 N -1.630 -2.167 1.714  N7 1.401, C19 1.382, C22 1.444
7 N -2.510 -1.116 2.002  N6 1.401, C28 1.395, H49 1.016
8 N 3.022 -0.472 -0.578  C18 1.346, C29 1.434, H46 1.016
9 N 0.585 2.526 -2.562  C10 1.457, C20 1.451, C26 1.361
10 C -0.754 2.267 -3.076  N9 1.457, C15 1.518, H31 1.089, H39 1.094
11 C 4.094 -2.686 -1.209  C13 1.509, C29 1.500, H51 1.081, H53 1.081
12 C -0.191 -0.905 4.383  C23 1.525, H43 1.092, H56 1.090, H57 1.094
13 C 3.189 -2.914 -0.023  C11 1.509, C29 1.493, H35 1.082, H59 1.080
14 C 2.664 1.809 -1.472  C18 1.531, C26 1.518, H34 1.089, H42 1.094
15 C -1.852 2.863 -2.214  C10 1.518, C25 1.551, C27 1.552, H54 1.089
16 C -4.242 0.940 -0.670  O1 1.218, N5 1.346, C21 1.518
17 C -2.150 -1.132 -0.218  C19 1.463, C28 1.342, H48 1.077
18 C 3.580 0.674 -1.009  O3 1.220, N8 1.346, C14 1.531
19 C -1.265 -2.131 0.381  O2 1.221, N6 1.382, C17 1.463
20 C 1.113 3.852 -2.823  N9 1.451, H33 1.093, H41 1.084, H47 1.092
21 C -3.937 0.475 0.743  C16 1.518, C28 1.497, H40 1.091, H60 1.094
22 C -0.811 -2.752 2.749  N6 1.444, C23 1.535, H52 1.090, H55 1.095
23 C 0.300 -1.835 3.279  C12 1.525, C22 1.535, C24 1.525, H38 1.094
24 C 1.486 -2.674 3.743  C23 1.525, H37 1.091, H45 1.094, H58 1.091
25 C -1.996 2.233 -0.805  N5 1.464, C15 1.551, H30 1.090, H32 1.093
26 C 1.238 1.527 -1.907  O4 1.227, N9 1.361, C14 1.518
27 C -3.267 2.326 -2.554  N5 1.457, C15 1.552, H44 1.093, H50 1.090
28 C -2.885 -0.589 0.766  N7 1.395, C17 1.342, C21 1.497
29 C 3.847 -1.589 -0.217  N8 1.434, C11 1.500, C13 1.493, H36 1.080
30 H -1.278 1.444 -0.583  C25 1.090
31 H -0.883 1.188 -3.136  C10 1.089
32 H -2.037 2.946 0.021  C25 1.093
33 H 1.187 4.025 -3.899  C20 1.093
34 H 3.214 2.296 -2.276  C14 1.089
35 H 2.127 -2.979 -0.218  C13 1.082
36 H 4.668 -1.310 0.429  C29 1.080
37 H 1.885 -3.276 2.925  C24 1.091
38 H 0.627 -1.229 2.430  C23 1.094
39 H -0.818 2.676 -4.089  C10 1.094
40 H -4.873 0.105 1.162  C21 1.091
41 H 2.095 3.988 -2.386  C20 1.084
42 H 2.635 2.528 -0.648  C14 1.094
43 H 0.607 -0.240 4.719  C12 1.092
44 H -3.296 1.589 -3.360  C27 1.093
45 H 1.192 -3.351 4.550  C24 1.094
46 H 2.035 -0.603 -0.779  N8 1.016
47 H 0.454 4.613 -2.399  C20 1.092
48 H -2.159 -0.874 -1.263  C17 1.077
49 H -3.280 -1.425 2.589  N7 1.016
50 H -4.048 3.068 -2.725  C27 1.090
51 H 5.068 -3.154 -1.216  C11 1.081
52 H -0.366 -3.627 2.275  C22 1.090
53 H 3.620 -2.590 -2.176  C11 1.081
54 H -1.794 3.951 -2.190  C15 1.089
55 H -1.452 -3.105 3.564  C22 1.095
56 H -1.022 -0.287 4.043  C12 1.090
57 H -0.526 -1.484 5.248  C12 1.094
58 H 2.288 -2.040 4.123  C24 1.091
59 H 3.540 -3.544 0.782  C13 1.080
60 H -3.593 1.309 1.362  C21 1.094

Computed properties:
Multiplicity: 1
DFT total energy (Eh): -1355.43474
Energy relative to the best compared isomer or geometry (same formula, charge and spin) (eV): 1.368
HOMO (eV): -8.6
Gap between HOMO and LUMO (eV): 8.98

List of Löwdin charges in e, atom by atom: 0.072, 0.038, 0.053, 0.036, -0.029, -0.053, 0.096, 0.121, -0.093, -0.125, -0.087, -0.081, -0.103, -0.001, -0.215, -0.474, 0.077, -0.484, -0.439, -0.031, -0.025, -0.118, -0.410, -0.073, -0.067, -0.412, -0.063, -0.238, -0.291, 0.101, 0.128, 0.123, 0.098, 0.122, 0.082, 0.142, 0.068, 0.137, 0.135, 0.131, 0.078, 0.141, 0.077, 0.127, 0.084, 0.116, 0.090, 0.126, 0.160, 0.125, 0.096, 0.126, 0.104, 0.132, 0.130, 0.060, 0.080, 0.079, 0.093, 0.128

***

Record 2
Computed, not measured: a cluster of 2 separate species, C15H32FNOP in total in a non-equilibrium geometry, with wB97M-V/def2-TZVPD.

Bonds (Å) are listed after each position.
Element x y z (Å)
1 P -0.202 -2.329 -1.435  C11 1.948, C14 1.947, H44 1.463
2 F -3.872 -4.217 -1.369  C8 1.482
3 O -1.920 -4.620 0.014  C8 1.335
4 N -0.707 1.698 1.174  C9 1.546, C10 1.530, C15 1.521, C17 1.560
5 C -0.686 3.633 2.956  C7 1.528, C9 1.535, H21 1.099, H35 1.097
6 C 0.246 1.207 -1.054  C16 1.510, C17 1.525, H38 1.094, H40 1.096
7 C -1.717 4.635 2.437  C5 1.528, C19 1.521, H23 1.098, H48 1.093
8 C -2.406 -4.187 -1.152  F2 1.482, O3 1.335, C11 1.658
9 C 0.090 2.773 1.949  N4 1.546, C5 1.535, H24 1.093, H27 1.098
10 C -1.575 2.249 0.040  N4 1.530, C16 1.511, H28 1.097, H37 1.084
11 C -1.372 -3.615 -2.314  P1 1.948, C8 1.658, H46 1.174, H49 1.178
12 C 2.563 -2.993 -0.911  C14 1.672, C18 1.666, H31 1.180, H33 1.193
13 C 2.829 -5.515 -1.648  C18 1.666, H25 1.170, H42 1.178, H50 1.177
14 C 1.585 -2.523 -2.183  P1 1.947, C12 1.672, H30 1.186, H34 1.184
15 C -1.537 0.846 2.120  N4 1.521, H22 1.096, H29 1.093, H41 1.092
16 C -0.612 2.449 -1.106  C6 1.510, C10 1.511, H20 1.096, H47 1.093
17 C 0.315 0.797 0.413  N4 1.560, C6 1.525, H36 1.096, H45 1.095
18 C 3.698 -4.120 -1.379  C12 1.666, C13 1.666, H43 1.171, H51 1.190
19 C -1.173 5.608 1.402  C7 1.521, H26 1.089, H32 1.096, H39 1.095
20 H 0.000 3.345 -0.957  C16 1.096
21 H 0.065 4.210 3.514  C5 1.099
22 H -1.984 0.023 1.552  C15 1.096
23 H -2.084 5.220 3.291  C7 1.098
24 H 0.627 3.385 1.220  C9 1.093
25 H 3.349 -6.193 -2.447  C13 1.170
26 H -0.718 5.101 0.551  C19 1.089
27 H 0.843 2.218 2.524  C9 1.098
28 H -2.319 1.484 -0.210  C10 1.097
29 H -0.877 0.452 2.899  C15 1.093
30 H 1.594 -3.327 -3.055  C14 1.186
31 H 3.053 -2.050 -0.398  C12 1.180
32 H -1.985 6.234 1.014  C19 1.096
33 H 1.904 -3.555 -0.090  C12 1.193
34 H 1.947 -1.507 -2.671  C14 1.184
35 H -1.164 2.996 3.710  C5 1.097
36 H 0.021 -0.250 0.541  C17 1.096
37 H -2.086 3.157 0.341  C10 1.084
38 H 1.240 1.382 -1.474  C6 1.094
39 H -0.422 6.269 1.846  C19 1.095
40 H -0.217 0.404 -1.639  C6 1.096
41 H -2.330 1.465 2.546  C15 1.092
42 H 2.765 -6.077 -0.615  C13 1.178
43 H 4.266 -3.825 -2.360  C18 1.171
44 H -0.103 -2.699 -0.023  P1 1.463
45 H 1.311 0.944 0.841  C17 1.095
46 H -1.931 -3.158 -3.240  C11 1.174
47 H -1.128 2.559 -2.063  C16 1.093
48 H -2.597 4.113 2.052  C7 1.093
49 H -0.732 -4.517 -2.719  C11 1.178
50 H 1.719 -5.307 -1.981  C13 1.177
51 H 4.428 -4.270 -0.450  C18 1.190

Computed properties:
Multiplicity: 1
DFT total energy (Eh): -1161.56153
HOMO (eV): -11.3
Gap between HOMO and LUMO (eV): 8.98
Total charge: +1

List of Löwdin charges in e, atom by atom: 0.884, -0.025, -0.028, -0.221, -0.181, -0.184, -0.263, -0.247, -0.097, -0.087, -0.298, -0.290, -0.142, -0.393, 0.027, -0.156, -0.090, -0.241, -0.095, 0.111, 0.132, 0.110, 0.120, 0.130, 0.081, 0.050, 0.133, 0.147, 0.118, 0.087, 0.104, 0.088, 0.090, 0.081, 0.110, 0.080, 0.111, 0.125, 0.089, 0.048, 0.105, 0.086, 0.108, -0.042, 0.130, 0.098, 0.134, 0.093, 0.097, 0.058, 0.117

***

Record 3
Computed, not measured: an isolated molecule of C17H21NO4S, with wB97M-V/def2-TZVPD.

Bonds (Å) are listed after each position.
Element x y z (Å)
1 S 0.071 -1.988 1.868  O3 1.437, O5 1.434, N6 1.687, C23 1.784
2 O 1.536 -0.848 -3.757  C11 1.417, C12 1.350
3 O 0.979 -2.995 2.341  S1 1.437
4 O -0.948 2.135 4.662  C8 1.421, C21 1.411
5 O -1.330 -2.171 2.112  S1 1.434
6 N 0.516 -0.490 2.505  S1 1.687, C15 1.447, H40 1.009
7 C -0.703 0.358 -2.746  C16 1.408, C20 1.368, H25 1.079
8 C -2.263 2.397 4.191  O4 1.421, C13 1.539, H36 1.096, H44 1.094
9 C -0.362 -0.811 -0.633  C16 1.420, C18 1.408, C23 1.411
10 C 2.764 -0.889 -5.782  C11 1.521, H27 1.086, H28 1.086, H30 1.087
11 C 2.673 -1.433 -4.365  O2 1.417, C10 1.521, H29 1.098, H35 1.098
12 C 1.224 -1.170 -2.483  O2 1.350, C16 1.430, C22 1.378
13 C -2.230 2.332 2.654  C8 1.539, C19 1.530, H34 1.089, H37 1.088
14 C 1.537 -2.283 -0.374  C22 1.400, C23 1.364, H39 1.078
15 C -0.282 0.063 3.578  N6 1.447, C21 1.541, H26 1.091, H43 1.097
16 C 0.053 -0.536 -1.963  C7 1.408, C9 1.420, C12 1.430
17 C -2.248 0.664 -0.934  C18 1.369, C20 1.401, H24 1.080
18 C -1.533 -0.199 -0.148  C9 1.408, C17 1.369, H32 1.077
19 C -0.736 2.240 2.336  C13 1.530, C21 1.530, H31 1.087, H41 1.090
20 C -1.827 0.952 -2.239  C7 1.368, C17 1.401, H42 1.080
21 C -0.177 1.600 3.608  O4 1.411, C15 1.541, C19 1.530, H38 1.095
22 C 1.942 -2.038 -1.691  C12 1.378, C14 1.400, H33 1.078
23 C 0.422 -1.692 0.143  S1 1.784, C9 1.411, C14 1.364
24 H -3.146 1.127 -0.553  C17 1.080
25 H -0.375 0.558 -3.753  C7 1.079
26 H -1.311 -0.241 3.382  C15 1.091
27 H 3.626 -1.315 -6.287  C10 1.086
28 H 1.865 -1.145 -6.336  C10 1.086
29 H 2.569 -2.525 -4.381  C11 1.098
30 H 2.862 0.193 -5.760  C10 1.087
31 H -0.521 1.638 1.456  C19 1.087
32 H -1.864 -0.456 0.844  C18 1.077
33 H 2.825 -2.535 -2.060  C22 1.078
34 H -2.752 1.445 2.299  C13 1.089
35 H 3.577 -1.172 -3.798  C11 1.098
36 H -2.959 1.662 4.611  C8 1.096
37 H -2.694 3.207 2.204  C13 1.088
38 H 0.864 1.880 3.799  C21 1.095
39 H 2.102 -2.953 0.255  C14 1.078
40 H 1.504 -0.497 2.707  N6 1.009
41 H -0.311 3.235 2.208  C19 1.090
42 H -2.400 1.637 -2.846  C20 1.080
43 H 0.006 -0.329 4.561  C15 1.097
44 H -2.543 3.388 4.560  C8 1.094

Computed properties:
Multiplicity: 1
DFT total energy (Eh): -1414.28367
Energy relative to the best compared isomer or geometry (same formula, charge and spin) (eV): 1.350
HOMO (eV): -8.4
Gap between HOMO and LUMO (eV): 8.61

List of Löwdin charges in e, atom by atom: 0.676, -0.044, -0.297, -0.100, -0.288, -0.112, -0.006, -0.183, -0.135, -0.060, -0.249, -0.204, -0.148, -0.045, -0.178, -0.072, -0.063, -0.038, -0.120, -0.068, -0.330, 0.004, -0.228, 0.106, 0.115, 0.113, 0.077, 0.079, 0.129, 0.079, 0.091, 0.087, 0.106, 0.097, 0.128, 0.119, 0.109, 0.150, 0.112, 0.116, 0.119, 0.104, 0.134, 0.118

***

Record 4
Computed, not measured: an isolated molecule of C3H5NO3 in a non-equilibrium geometry, with wB97M-V/def2-TZVPD.

Bonds (Å) are listed after each position.
Element x y z (Å)
1 O -0.606 -0.736 0.657  N4 1.672, C7 1.481
2 O 0.709 1.125 1.277  N4 1.255
3 O 1.874 1.342 -1.707  C5 1.529, C6 1.350
4 N 0.492 0.454 0.239  O1 1.672, O2 1.255, C6 1.381
5 C 1.056 0.184 -2.279  O3 1.529, C6 1.436, H10 1.153, H12 1.029
6 C 0.799 0.867 -1.042  O3 1.350, N4 1.381, C5 1.436
7 C -1.428 -0.748 1.889  O1 1.481, H8 1.081, H9 1.056, H11 1.074
8 H -2.402 -0.294 1.774  C7 1.081
9 H -1.508 -1.778 2.105  C7 1.056
10 H 0.510 0.532 -3.233  C5 1.153
11 H -0.944 -0.183 2.663  C7 1.074
12 H 1.448 -0.765 -2.343  C5 1.029

Computed properties:
Multiplicity: 1
DFT total energy (Eh): -397.50124
Energy relative to the best compared isomer or geometry (same formula, charge and spin) (eV): 9.128
HOMO (spin up / spin down) (eV): -8.9 / -8.9
Gap between HOMO and LUMO (spin up / spin down) (eV): 8.86 / 8.86

List of Löwdin charges in e, atom by atom: -0.149, -0.033, 0.071, -0.068, 0.027, -0.226, -0.061, 0.073, 0.073, 0.143, 0.066, 0.084